DFT (ωB97M-V with the def2-TZVPD basis set) results for C31H35Br33F12N2O8P2S2 as an isolated structure in a non-equilibrium geometry.

Structure (XYZ):
```
125
Properties=species:S:1:pos:R:3:forces:R:3
H -1.436 -0.182 0.050 2.3 -0.7 -0.7
H 5.472 -1.458 0.805 -1.0 -1.9 -0.4
F -1.694 0.967 2.299 3.4 -3.2 2.3
P 1.686 -0.371 4.353 2.1 -1.2 4.7
C -0.732 0.072 3.048 -3.6 -1.5 0.5
H -1.222 3.958 8.841 0.4 -0.3 0.0
H 3.784 -0.231 1.624 -2.4 -0.2 -1.0
Br -11.551 -5.218 -2.309 -0.1 -0.9 0.0
Br -9.267 -6.330 -4.292 -0.2 0.0 0.5
Br 7.486 6.180 6.071 -0.4 0.1 0.3
Br 4.303 6.388 6.528 0.5 0.1 0.1
C 3.545 2.374 2.543 0.9 -0.8 1.8
S -1.686 -3.455 -2.371 -2.3 -4.6 -0.3
Br 7.126 8.333 2.725 0.3 0.4 0.2
C 5.507 -1.779 -1.706 5.5 -1.5 0.7
O 3.310 5.267 1.981 1.5 -3.9 4.0
H 9.041 8.955 4.200 -0.3 0.3 -0.3
H -0.096 2.317 3.752 0.7 -0.8 0.2
H 3.093 -0.862 -11.880 0.2 0.0 0.5
C 2.401 -2.007 1.322 0.6 -0.5 -1.6
C 4.667 2.857 -1.965 -2.7 0.4 2.4
H 4.221 -2.727 2.689 -0.9 0.0 -2.0
H 1.057 4.179 -0.326 2.7 -0.8 -1.0
H 4.059 4.470 -3.587 -0.9 -1.3 2.5
Br -1.732 -3.506 5.664 -0.5 0.2 0.0
H 4.211 -1.758 -5.951 0.3 -0.3 -0.1
P 3.716 4.234 3.103 -0.5 4.5 -1.7
C -0.343 -0.516 -0.255 -1.0 -0.2 -0.5
C -1.790 -1.599 -2.361 -2.3 3.6 -2.9
F -0.643 0.607 -2.477 0.4 -4.1 1.3
H 4.924 1.324 0.008 -1.2 1.9 -1.4
F -3.045 -3.451 -3.473 2.9 -0.3 2.1
Br -14.472 1.502 -7.220 -0.2 0.0 0.5
C -0.373 3.269 8.887 -0.2 0.1 0.0
C 2.099 3.838 -0.802 0.2 -0.5 0.1
C -4.692 -5.141 -6.551 0.2 0.1 0.1
O 3.375 -0.734 4.147 -2.0 0.6 0.6
Br 0.508 3.566 10.596 -0.2 -0.1 -0.5
Br -5.050 -6.955 -5.945 0.0 0.5 -0.1
H 5.270 5.086 4.489 0.2 -1.0 -1.6
H -9.215 -5.950 -1.826 -0.3 -0.2 -0.3
F -1.013 -1.371 2.694 0.9 4.9 0.8
C -3.312 -2.431 5.297 0.1 0.3 -0.1
Br 6.292 8.353 8.130 0.0 -0.4 -0.3
F -2.047 -1.189 -3.794 0.9 -1.4 4.6
Br 9.606 10.319 2.188 -0.3 -0.2 0.3
C 3.569 -0.822 -10.894 -0.1 0.0 -0.2
C 2.315 2.137 1.477 0.0 1.9 0.2
H 1.553 -2.178 2.110 1.7 0.4 -1.2
C 3.782 -2.875 1.614 0.3 -0.6 -0.7
O 2.729 4.496 4.557 1.8 -2.9 -2.1
F -2.879 -3.486 -1.093 2.8 -0.6 -2.2
H -5.348 -3.796 -0.114 -0.2 -0.4 0.0
C -9.987 -6.361 -2.485 0.1 0.1 0.1
H -14.420 1.882 -4.754 -0.4 -0.2 -0.3
C -10.191 -1.732 -4.098 0.2 0.2 0.0
C 0.836 0.503 2.882 -1.5 2.0 -0.2
H 4.607 2.067 2.171 -2.0 0.6 0.4
H 2.542 3.578 4.966 0.4 1.7 -0.7
C 8.418 9.549 3.522 0.1 -0.2 0.1
C -15.192 1.471 -5.413 0.2 0.1 0.1
C 1.566 0.635 1.429 2.8 -0.1 -2.9
Br -9.490 -2.718 -2.575 0.4 0.8 -0.5
H 3.085 -0.377 -0.113 -1.0 0.2 2.3
Br 5.941 -2.151 -4.196 -0.4 -0.7 -2.3
Br 2.550 -1.995 -9.724 0.3 0.3 -0.2
O 0.932 -1.845 4.891 2.7 0.9 -2.7
Br -15.550 -0.342 -4.807 0.0 0.4 -0.2
Br -7.773 -4.330 0.140 0.4 -0.2 0.0
F -0.604 -3.530 -3.698 -2.1 0.5 3.2
Br 4.339 -4.249 -6.043 0.2 0.4 0.1
F -0.459 -3.550 -1.190 -2.2 0.5 -2.6
H 6.131 5.863 8.143 0.0 0.3 -0.4
H 5.171 -0.777 -2.260 0.0 -2.3 1.7
H -0.133 -1.516 0.307 -0.2 1.9 -1.3
H 1.974 -2.444 0.295 0.8 0.8 2.3
C -0.454 -0.782 -1.905 1.4 3.0 0.8
N 0.801 1.956 3.380 -0.6 1.3 -3.5
C 0.720 0.697 0.034 -1.8 0.5 -1.2
C 3.686 3.973 -2.565 0.2 -0.5 0.5
Br -4.443 -2.246 6.869 0.3 -0.1 -0.4
Br 5.400 -1.438 -11.123 -0.5 0.2 0.0
H 1.437 -2.665 4.550 -1.1 1.8 0.6
C 4.303 2.145 -0.555 -3.4 4.0 -2.2
C -5.885 -4.750 -0.076 0.3 0.1 -0.1
F 0.823 -1.264 -2.497 -4.2 1.0 1.6
S 1.614 0.874 5.899 0.1 -1.2 -1.1
Br -4.305 -3.104 3.766 0.3 0.1 0.4
N 2.385 4.521 -2.094 4.7 -5.7 3.8
H 1.396 0.696 -0.952 -1.0 0.2 2.8
C 5.060 -2.448 -5.904 -0.1 0.3 -0.2
O 0.520 4.090 2.195 3.6 -7.2 0.2
Br -5.535 -5.666 -1.756 -0.2 0.2 0.4
O 4.563 -2.531 -0.841 2.4 2.4 -1.3
F -1.230 0.160 4.476 1.9 -0.1 -4.7
O 6.803 -2.128 -1.889 -7.9 2.0 2.5
H -9.654 -0.778 -4.137 -0.3 -0.5 0.0
Br 0.790 3.700 7.389 -0.3 0.2 0.5
Br -9.841 -2.649 -5.778 -0.1 0.2 0.4
H 5.906 -3.290 0.704 -2.1 1.6 -0.3
H -2.962 -1.427 5.034 -0.1 -0.5 0.1
Br 6.224 -2.016 -7.403 -0.3 -0.1 0.3
Br 7.554 10.919 4.599 0.2 -0.3 -0.3
F -1.731 -5.171 -2.386 0.2 3.7 0.0
Br -5.184 -5.736 1.447 -0.3 0.2 -0.4
H 0.097 1.713 -0.037 1.3 -2.2 0.3
Br -3.972 -5.110 -8.357 -0.2 0.0 0.4
Br -16.757 2.615 -5.237 0.4 -0.3 -0.1
H -3.920 -4.730 -5.892 -0.3 -0.2 -0.3
C 6.063 6.594 7.331 0.0 0.0 0.3
F -3.040 -1.225 -1.635 4.7 -0.7 -2.3
O 5.375 4.548 3.630 -3.9 -0.4 0.8
Br -12.078 -1.312 -3.882 0.4 -0.2 -0.1
Br -1.095 1.467 8.749 0.2 0.4 0.0
H 3.405 1.799 3.579 0.1 1.1 -2.3
Br 3.497 1.030 -10.303 0.0 -0.5 -0.1
H 3.849 -0.390 4.983 -1.4 -0.5 -1.6
C 1.119 2.918 2.263 -2.5 3.4 0.4
H 5.661 2.565 -2.528 -2.4 0.8 1.2
H 3.580 -4.039 1.498 0.2 2.5 0.2
C 2.775 -0.440 1.021 0.8 -1.0 1.4
C 5.014 -2.514 0.558 1.0 -0.2 1.6
Br -10.344 -8.175 -1.879 0.1 0.5 -0.2
Br -6.257 -3.998 -6.375 0.3 -0.3 0.0
C 2.904 2.739 0.043 1.1 0.3 -3.0
```
Forces are in eV/Å.

HOMO-LUMO gap: 0.2351 Ha
Spin multiplicity: 1

***

DFT (ωB97M-V with the def2-TZVPD basis set) results for C31H35BrHfN5O6SSi as an isolated structure in a non-equilibrium geometry.

Structure (XYZ):
```
81
Properties=species:S:1:pos:R:3:forces:R:3
H 1.191 -3.842 0.715 -0.1 0.0 0.0
C 0.858 -3.209 4.878 0.0 -0.1 0.1
N 0.325 -2.101 -0.140 0.9 -0.1 0.0
Br -4.573 4.913 2.893 0.0 0.1 0.0
C -2.324 1.284 1.181 0.1 -0.4 0.0
H 1.865 4.018 -0.924 0.0 0.0 -0.1
O 0.181 0.080 -1.112 -0.1 -0.4 -0.5
H 0.700 3.733 2.905 0.0 0.0 0.0
H 2.421 -3.474 -5.239 0.0 0.0 0.0
H 5.784 -2.023 -4.818 0.0 0.0 0.0
H -1.492 1.287 5.038 0.0 0.0 0.0
O -0.976 -1.750 -2.288 -0.2 0.0 0.1
H 0.418 -4.947 5.872 0.0 0.0 0.0
C 1.447 -2.542 -3.586 0.2 0.1 0.0
Si 1.565 2.435 0.935 0.0 0.2 -0.4
C 1.564 -1.214 3.766 -0.1 0.0 -0.1
H -0.353 2.520 4.415 0.0 0.0 0.0
C 2.745 -0.851 -2.409 0.0 -0.1 0.0
C 1.580 -1.598 -2.569 0.2 -0.1 -0.3
C 3.788 -1.068 -3.289 0.0 0.0 0.0
C 3.689 -2.010 -4.315 0.1 0.0 0.0
O 3.329 -2.737 1.694 0.2 0.0 0.1
H -3.692 -1.730 -3.635 0.0 0.0 0.0
H 1.096 4.754 1.522 -0.1 0.0 0.1
C -0.243 -3.240 3.999 0.0 0.0 0.1
H 2.277 -0.409 3.626 0.0 0.0 -0.1
C -0.641 1.471 4.383 0.0 0.0 -0.1
N 0.514 -1.245 2.913 0.1 -0.5 0.2
O 2.403 -0.852 0.844 0.6 -0.9 0.3
H -3.260 -0.628 -1.005 0.0 0.0 0.1
C -3.929 3.007 0.914 -0.1 0.0 0.0
H 0.525 -3.094 -3.704 0.0 0.0 0.0
C -0.369 -2.258 3.060 0.0 0.1 0.0
N -3.466 0.221 -1.500 0.1 0.0 -0.3
C -4.654 2.026 -4.299 0.0 0.0 0.0
C -3.272 1.892 0.387 -0.2 0.1 -0.3
C 2.511 -2.743 -4.446 0.0 0.0 0.0
C -2.686 2.811 2.985 0.0 0.1 0.0
C 1.764 -2.140 4.746 0.0 0.0 0.1
H -4.921 3.061 -4.471 0.0 0.0 0.0
H 3.797 3.437 1.132 0.0 0.0 0.1
C 1.492 -2.962 0.152 -0.3 0.1 -0.1
C -4.407 -0.272 -5.050 0.0 0.0 0.0
H -1.370 0.252 -0.204 -0.8 0.0 -0.1
H -4.501 -0.989 -5.855 0.0 0.0 0.0
O -1.593 0.140 0.757 -0.5 0.6 -0.7
H 2.288 2.390 -1.470 0.0 0.0 0.0
H -5.095 1.361 -6.274 0.0 0.0 0.0
H 2.841 -0.113 -1.625 -0.1 0.0 0.0
H -1.205 -2.268 2.370 0.0 0.0 0.0
H -0.418 3.848 1.536 0.0 0.0 0.0
S 0.197 -1.400 -1.551 -0.4 0.3 0.1
C -2.004 1.739 2.448 0.0 0.1 0.1
C -3.862 0.279 -2.830 0.1 -0.3 0.3
H 0.195 0.850 4.687 0.0 0.0 0.0
H 2.633 -2.061 5.385 0.0 0.0 0.0
H 3.935 1.671 1.117 0.0 0.0 0.0
H 4.698 -0.490 -3.182 0.0 0.0 0.0
C 3.349 2.509 1.499 0.3 0.0 0.2
C 1.573 2.964 -0.872 0.0 0.0 -0.2
C -4.204 1.609 -3.043 -0.1 0.4 0.0
C 2.536 -2.206 0.983 -0.3 0.7 -0.4
C -3.648 3.433 2.193 0.0 0.0 0.0
O -0.966 1.083 3.045 0.1 -0.1 -0.1
H 4.720 -1.517 -6.125 0.0 0.0 0.0
H -0.982 -4.028 4.056 0.0 0.0 0.0
N -4.031 2.350 -1.877 0.0 -0.1 -0.3
C -4.748 1.075 -5.290 0.0 -0.1 0.0
H 1.995 -3.308 -0.753 0.0 -0.1 0.0
C -3.959 -0.699 -3.819 0.0 0.1 0.0
H -4.660 3.511 0.297 0.0 0.0 0.0
C -3.595 1.496 -1.002 0.0 -0.1 0.4
N 1.038 -4.160 5.808 0.0 0.0 0.0
H 1.850 -4.161 6.400 0.0 0.0 0.0
C 0.638 3.804 1.816 -0.1 0.2 0.2
H 0.597 2.860 -1.353 0.0 0.0 0.0
H 3.438 2.505 2.590 0.0 0.0 0.0
C 4.818 -2.210 -5.286 0.0 0.0 0.0
H 4.816 -3.221 -5.690 0.0 0.0 0.0
H -2.468 3.188 3.972 0.0 0.0 0.0
Hf 0.586 -0.100 0.985 0.3 0.3 1.4
```
Forces are in eV/Å.

Total charge: +1
HOMO-LUMO gap: 0.2822 Ha
Spin multiplicity: 1
Relative energy (zero: lowest compared OMol25 entry of this formula, charge and spin): 62.50 kJ/mol

***

DFT (ωB97M-V with the def2-TZVPD basis set) results for a 9-piece molecular cluster, C31H35F12O26S3 overall in a non-equilibrium geometry.

Structure (XYZ):
```
107
Properties=species:S:1:pos:R:3:forces:R:3
C 3.067 -0.700 6.145 0.8 1.2 0.2
H -2.340 4.197 -1.388 1.4 0.0 0.7
H -0.935 3.950 -3.461 1.8 -0.3 0.4
F 3.073 6.055 -9.622 0.0 -0.2 0.0
C 1.563 -1.911 5.021 -0.7 0.1 -0.8
H -1.426 1.922 -1.280 1.3 1.0 -0.2
H 1.393 7.858 -9.261 0.1 -0.2 0.0
C -2.291 2.791 -8.563 0.8 0.3 0.3
H -0.625 4.943 -1.147 -1.5 -0.8 0.6
H -0.325 2.413 0.088 0.0 0.2 -1.8
C 1.681 -2.051 -1.219 0.1 -0.3 1.1
F 2.782 -3.526 -2.667 0.1 0.4 -0.5
O 3.902 -4.973 -0.861 -0.6 -0.6 0.3
O -1.585 -4.352 10.471 -0.3 -0.3 0.5
O 0.790 -0.984 -1.539 -0.1 0.4 -0.9
H -0.361 -5.039 12.893 0.0 0.1 0.2
O 2.301 3.031 0.335 -2.0 2.4 -4.0
C -3.636 2.249 -8.195 -0.6 0.4 0.1
O -4.234 1.993 -9.449 0.7 -0.3 0.2
O -3.329 1.192 -11.359 0.1 0.5 0.8
S 2.278 3.740 -0.995 6.9 -1.6 5.3
H 1.103 -2.934 -0.937 0.2 0.0 -0.2
O 3.618 3.496 -1.639 -4.9 2.0 0.2
C 4.968 -5.694 -0.251 0.8 0.5 -0.1
O -2.003 2.097 -9.769 -0.5 -0.2 0.0
O 2.087 -0.601 5.203 0.4 -0.1 0.5
H -4.226 -4.083 7.022 0.2 0.1 0.2
O -0.620 5.159 -7.347 0.5 0.3 -0.3
F -0.215 6.176 1.949 -3.8 0.3 -0.8
H -1.139 -5.515 -0.096 0.0 0.1 -0.2
C -2.808 -2.955 5.843 -0.1 0.2 -0.6
H 5.877 -5.630 -0.850 -0.2 0.1 -0.1
S 0.208 7.779 -3.229 0.0 -0.3 0.2
C -0.695 2.731 -0.954 -0.7 0.6 2.3
S 0.782 2.784 -2.115 -2.0 -0.8 -0.2
C 0.190 3.739 -3.572 -0.6 0.7 -1.8
H -3.407 -3.973 1.295 0.1 0.0 -0.2
H 3.306 -1.592 -2.605 0.0 -0.1 -0.1
O 0.138 -3.375 2.728 -0.6 -0.2 -0.5
C -1.643 4.554 0.762 -0.1 2.0 0.0
H 2.335 -1.781 -0.389 -0.2 0.2 -0.1
C -3.202 1.713 -10.295 -0.1 -0.6 -1.6
C 4.420 -7.084 -0.189 0.2 -0.6 0.6
H 2.048 -2.379 4.161 0.0 -0.2 0.2
H 1.169 -2.437 7.104 0.1 -0.1 0.0
F -2.202 6.947 0.779 3.7 -1.9 0.4
F -4.377 3.182 -7.546 -0.1 -0.1 0.2
C -1.383 4.175 -0.753 -1.1 0.1 -0.5
C 0.923 6.996 -9.742 -0.2 0.8 -0.7
H 0.258 3.036 -4.480 0.1 0.6 1.7
F 1.988 5.340 -0.669 0.1 -2.7 -1.3
F 4.894 -7.746 0.891 0.0 -0.1 -0.1
H -2.308 3.866 -8.758 -0.3 -0.1 0.1
H -3.605 1.327 -7.607 -0.1 0.1 0.1
O 1.390 5.227 -8.381 -0.8 0.0 -0.1
O 1.663 -5.313 -0.908 0.6 -0.2 0.4
C -1.347 5.905 1.176 -0.3 -1.5 0.1
C -2.571 -4.837 11.276 -1.1 -0.5 -0.7
H 0.079 6.600 -5.370 -0.2 -0.7 1.6
O -0.249 6.632 -9.020 0.2 -0.7 0.5
F -0.840 -3.231 13.623 0.1 -0.1 0.1
C -1.660 -4.591 0.173 -0.2 0.1 -0.7
F -2.174 3.668 1.721 2.3 0.7 -1.6
H -1.536 2.585 -7.803 0.0 -0.1 -0.2
H -4.553 -2.339 6.971 0.1 0.0 -0.2
O -2.337 -4.551 12.587 0.4 -0.3 -0.5
C -0.714 -3.808 2.010 0.7 0.4 0.9
H -1.001 -2.529 11.236 0.0 -0.1 0.2
C -0.978 -4.167 12.655 -0.1 0.4 0.6
H 0.318 -3.690 10.990 -0.2 -0.1 -0.1
H 1.555 5.017 -10.423 0.2 0.0 0.1
C -1.859 -2.162 7.676 0.6 0.4 1.2
H -3.088 -5.719 1.341 0.2 0.1 0.2
C 2.763 -5.685 -0.620 -0.9 0.5 -0.2
C -3.764 -3.096 6.985 -0.8 -0.5 0.3
F -2.270 -4.074 -0.921 0.1 0.0 -0.1
H 1.580 7.978 -3.215 -1.0 -0.6 -0.4
C 0.985 5.066 -3.949 -0.4 1.0 -0.8
C 1.754 5.757 -9.643 0.9 0.1 -0.1
O 1.467 -1.896 -3.484 -0.3 0.9 0.4
O 3.125 -1.953 6.681 -0.5 0.5 -0.2
H 5.169 -5.276 0.739 -0.1 -0.3 0.0
O -3.520 -5.444 10.881 0.6 0.5 0.2
H 1.580 4.887 -4.909 -0.7 0.0 1.5
O -1.877 -2.003 6.320 0.0 -0.5 0.5
F -3.426 -2.444 4.749 0.1 0.0 -0.2
C -2.622 -4.734 1.310 -0.8 -0.5 0.3
O 3.032 -6.874 -0.017 0.1 0.5 -0.6
C -0.061 6.265 -4.284 1.1 -0.1 -1.1
C 1.911 -2.577 6.312 0.2 -0.6 0.2
O -1.006 -1.725 8.394 -0.6 -0.3 -0.7
C 0.643 -0.994 -2.891 -0.7 0.3 -0.4
H 4.592 -7.677 -1.092 0.0 -0.1 0.1
C 0.108 5.632 -8.173 -0.7 0.0 0.5
H 0.685 7.257 -10.773 -0.2 -0.1 0.2
H 1.701 5.468 -3.171 -0.9 -0.8 -0.7
O -2.925 -2.882 8.112 0.6 0.4 -0.4
H -1.146 5.943 -4.193 1.4 0.6 0.1
H -2.286 -3.878 5.576 0.0 0.1 -0.2
C -0.722 -3.584 11.301 0.7 0.4 -0.6
H 0.488 -1.883 4.845 0.1 0.2 0.0
C 2.428 -2.236 -2.499 0.3 -0.9 -0.2
O -0.121 -0.283 -3.490 0.5 -0.2 0.5
F 2.144 -3.901 6.130 0.0 -0.2 0.1
O -1.785 -4.527 2.442 0.6 0.3 -0.3
O -0.727 -3.645 0.659 -0.1 -0.4 0.5
O 3.782 0.200 6.465 -0.4 -0.6 -0.3
```
Forces are in eV/Å.

Total charge: +1
HOMO-LUMO gap: 0.2069 Ha
Spin multiplicity: 1
Relative energy (zero: lowest compared OMol25 entry of this formula, charge and spin): 438.04 kJ/mol

***

DFT (ωB97M-V with the def2-TZVPD basis set) results for a 7-piece molecular cluster, C31H35N6O13 overall in a non-equilibrium geometry.

Structure (XYZ):
```
85
Properties=species:S:1:pos:R:3:forces:R:3
C -2.203 3.750 -4.979 1.3 0.0 -0.2
H 2.627 -0.812 2.064 1.0 -2.2 1.0
O -3.884 2.845 5.043 1.1 -1.4 -0.8
O 0.243 0.191 5.480 -1.1 0.0 0.2
H 0.110 2.193 -0.031 -2.0 1.8 0.4
O -3.326 1.536 -7.823 2.3 2.9 2.2
H -1.682 2.128 -1.926 2.0 0.0 5.4
C -3.035 1.075 1.938 -0.9 0.4 0.1
H 0.174 -1.473 2.106 -1.0 -1.3 -0.3
O -2.853 3.652 -7.703 0.7 3.4 -1.8
O 1.473 -0.351 -0.166 0.4 0.9 -0.1
C -0.826 -4.675 1.178 -0.3 -5.3 4.0
H 6.056 -1.100 0.920 0.6 0.9 -0.3
H 0.116 -0.549 -3.208 -0.7 -2.3 -0.5
H -2.984 0.108 -0.236 -1.2 1.2 2.2
H -0.542 -2.493 4.427 0.7 3.3 3.6
C -0.428 -3.422 1.053 1.8 5.3 0.2
H -3.027 0.364 -5.263 -0.9 -2.1 -1.8
C 2.589 -1.057 5.059 -1.0 -1.5 0.2
N -1.789 -4.585 5.049 -1.9 -2.5 2.2
N 6.281 4.109 -1.012 0.8 2.5 -1.0
H 0.010 -3.069 0.043 -1.0 -0.3 1.8
H 2.345 -2.117 4.838 -0.3 0.3 0.2
C 0.652 0.268 4.337 -0.2 0.5 1.5
C -0.664 -2.126 -5.306 3.5 3.6 4.5
O -2.074 -4.449 -4.364 0.7 1.2 1.4
H 3.819 0.210 0.377 3.8 0.1 0.0
C -4.991 1.230 0.244 5.2 -1.8 -1.6
H 2.073 0.401 2.002 -3.6 4.2 -2.6
C -1.233 -4.214 3.775 1.2 -3.3 -5.1
H -0.615 -5.382 0.298 -0.8 0.9 1.6
H 2.312 -0.904 6.119 -0.1 0.4 -0.9
C -5.695 2.044 1.134 -1.8 1.1 0.8
H 0.380 -2.410 -5.288 0.6 0.3 -0.7
H 0.036 0.826 3.566 1.1 -0.7 0.2
H -1.419 -6.184 2.677 -1.7 -5.5 0.8
C -2.009 2.372 -2.808 -2.2 1.1 -7.1
C -0.246 -1.621 -2.922 -0.1 1.1 2.5
N -1.045 -2.450 -3.922 1.6 2.8 1.4
H -5.835 2.982 3.220 0.2 0.1 -0.8
H -1.360 4.360 -2.960 0.5 1.6 0.2
C -0.665 -2.952 3.566 -0.9 -1.9 -6.7
C -0.351 -2.471 2.186 0.5 -2.0 2.1
C 7.648 1.960 -0.360 -9.1 -3.3 4.2
H -6.784 2.305 0.719 2.5 -0.2 1.5
H 8.454 2.478 -0.715 2.4 0.8 -0.4
O 7.301 4.839 -1.090 -0.1 -2.7 1.2
H 0.605 -2.084 -2.310 -0.7 0.0 -1.8
H -0.738 -1.043 -5.605 -0.4 -1.2 0.5
N -2.822 2.594 -7.230 -3.1 -5.7 0.8
H 3.665 -1.116 4.993 0.4 1.1 -0.5
O -0.634 0.228 0.144 -0.1 1.3 -0.3
H -0.831 -1.329 -2.008 -0.3 -0.4 -0.9
C -1.138 -5.263 2.625 1.2 10.6 -1.7
O -2.141 -5.843 5.195 1.4 4.5 -0.4
H 3.539 0.565 3.046 -2.4 -1.6 -1.3
C 2.488 -0.020 2.783 5.8 -0.4 4.0
H -1.110 -2.801 -5.805 -3.5 -4.2 -4.6
C -1.659 -3.598 -3.554 -0.6 -0.4 -2.8
C -3.603 0.695 0.572 -1.7 2.3 2.0
O 5.273 4.572 -1.480 -1.9 -0.7 0.0
H -2.041 0.531 2.257 -2.1 1.5 -0.7
C -2.493 2.530 -5.787 -1.1 -1.5 6.0
O -1.889 2.215 4.348 -2.3 -0.6 -0.2
C 6.177 -0.057 0.532 0.7 -2.4 1.7
C -5.233 2.515 2.433 4.1 -2.8 0.0
C -2.839 1.293 -4.890 2.4 4.3 2.1
H -1.841 -3.635 -2.502 0.0 -0.3 1.1
C -1.798 3.622 -3.554 -2.2 -3.9 -2.0
C 4.957 1.968 -0.252 6.9 -2.0 2.0
O 0.932 1.790 -0.160 2.0 1.2 -0.5
N -3.124 2.291 4.218 0.3 2.8 0.4
C -3.728 2.060 2.919 -2.9 -3.4 -6.1
C 5.023 0.563 0.329 -6.4 5.4 -3.1
H -5.184 0.997 -0.924 -0.5 0.7 3.2
C 6.209 2.769 -0.425 3.0 -5.6 0.0
H -2.697 0.364 -2.848 -0.5 -2.4 1.1
N 1.879 -0.224 4.078 0.3 -0.1 -1.8
H -2.130 4.836 -5.519 -0.1 -3.0 1.4
C -2.624 1.230 -3.379 1.0 5.2 -6.2
C 7.419 0.505 0.405 4.7 3.2 -2.9
H 4.068 2.338 -0.522 -3.2 1.6 -0.7
H 8.373 -0.214 0.689 -2.4 2.3 -1.0
O -2.006 -3.702 5.914 0.8 -2.2 -2.2
C 0.576 0.532 -0.076 -0.2 -5.3 0.5
```
Forces are in eV/Å.

Total charge: -1
HOMO-LUMO gap: 0.2584 Ha
Spin multiplicity: 1
Relative energy (zero: lowest compared OMol25 entry of this formula, charge and spin): 25.51 kJ/mol

***

> spin multiplicity of number 4 (C31H35N6O13)?

1